No. 1
This record from the OMol25 dataset describes C4H4N4 in the gas phase at a distorted geometry. The level of theory is wB97M-V/def2-TZVPD.

Summary:
ΔE to the lowest compared entry with this formula, charge and spin, kcal per mole: 72.4
Structure (SMILES): C=Cc1ncnnn1
Kohn-Sham gap, eV: 8.807
HOMO, eV: -9.8

Last columns: bonded neighbours and bond lengths (Å).
Element x y z (Å)
1 C -2.8002 0.3306 0.0979  C2 1.275, H9 1.005, H10 1.150
2 C -1.8690 -0.5317 -0.0220  C1 1.275, C3 1.451, H11 1.112
3 C -0.4662 -0.1594 -0.0082  C2 1.451, N4 1.387, N8 1.376
4 N -0.0196 1.1484 -0.1223  C3 1.387, C5 1.327
5 C 1.3026 1.1524 -0.0091  N4 1.327, N6 1.356, H12 1.141
6 N 2.2303 0.1737 0.1297  C5 1.356, N7 1.373
7 N 1.6500 -1.0597 -0.0350  N6 1.373, N8 1.289
8 N 0.3750 -1.2481 -0.0148  C3 1.376, N7 1.289
9 H -3.7786 0.1444 0.2312  C1 1.005
10 H -2.5796 1.4405 -0.1068  C1 1.150
11 H -2.1256 -1.6001 -0.1953  C2 1.112
12 H 1.8302 2.1637 0.0163  C5 1.141

No. 2
This record from the OMol25 dataset describes C4H4N4O3 in the gas phase at a distorted geometry. The level of theory is wB97M-V/def2-TZVPD.

Summary:
ΔE to the lowest compared entry with this formula, charge and spin, kcal per mole: 48.5
Structure (SMILES): Nc1nc(O)c(N=O)c(O)n1
Kohn-Sham gap, eV: 8.333
HOMO, eV: -9.1

Last columns: bonded neighbours and bond lengths (Å).
Element x y z (Å)
1 N 0.5977 1.7465 -1.9612  C2 1.354, H12 1.120, H13 1.171
2 C 0.1921 0.8440 -1.0376  N1 1.354, N3 1.371, N11 1.328
3 N -0.6959 1.1925 -0.0533  C2 1.371, C4 1.275
4 C -0.7893 0.4039 0.9445  N3 1.275, O5 1.404, C6 1.486
5 O -1.2205 0.9035 2.1841  C4 1.404, H14 0.987
6 C -0.2939 -0.9965 0.9409  C4 1.486, N7 1.348, C9 1.335
7 N -0.1892 -1.9287 1.9085  C6 1.348, O8 1.297
8 O -0.4002 -1.4752 3.1053  N7 1.297
9 C 0.3931 -1.2007 -0.1854  C6 1.335, O10 1.347, N11 1.401
10 O 0.8922 -2.4280 -0.4311  C9 1.347, H15 0.961
11 N 0.7335 -0.3508 -1.2457  C2 1.328, C9 1.401
12 H -0.0265 2.6329 -2.2444  N1 1.120
13 H 0.4812 1.0973 -2.9291  N1 1.171
14 H -1.2067 1.8899 2.1457  O5 0.987
15 H 1.5323 -2.3304 -1.1412  O10 0.961

No. 3
This record from the OMol25 dataset describes a gas-phase ion, C4H4N5O (charge +1) at a distorted geometry. The level of theory is wB97M-V/def2-TZVPD.

Summary:
ΔE to the lowest compared entry with this formula, charge and spin, kcal per mole: 0.0
Structure (SMILES): [NH2+]=c1ccn2nnoc2n1
Kohn-Sham gap, eV: 10.038
HOMO, eV: -14.8
Total charge: +1

Last columns: bonded neighbours and bond lengths (Å).
Element x y z (Å)
1 N -2.1862 1.2389 0.0286  C2 1.323, H11 0.985, H12 0.993
2 C -1.0424 0.5800 -0.0607  N1 1.323, C3 1.453, N10 1.347
3 C -0.9869 -0.8149 -0.4620  C2 1.453, C4 1.360, H13 0.994
4 C 0.2105 -1.4581 -0.5163  C3 1.360, N5 1.371, H14 1.136
5 N 1.2968 -0.6961 -0.1726  C4 1.371, N6 1.532, C9 1.359
6 N 2.7871 -0.9722 0.0537  N5 1.532, N7 1.200
7 N 3.1721 -0.0036 0.6479  N6 1.200, O8 1.348
8 O 2.2647 0.9661 0.8793  N7 1.348, C9 1.313
9 C 1.1418 0.5530 0.3394  N5 1.359, O8 1.313, N10 1.288
10 N 0.0498 1.2343 0.3806  C2 1.347, C9 1.288
11 H -3.1279 0.9539 0.0835  N1 0.985
12 H -2.2445 2.2127 0.2133  N1 0.993
13 H -1.8507 -1.2720 -0.6457  C3 0.994
14 H 0.5159 -2.5222 -0.7689  C4 1.136

No. 4
This record from the OMol25 dataset describes a gas-phase ion, C4H4NO4 (charge +1) at a distorted geometry. The level of theory is wB97M-V/def2-TZVPD.

Summary:
ΔE to the lowest compared entry with this formula, charge and spin, kcal per mole: 0.0
Structure (SMILES): O=COC=[N+](C=O)C=O
Kohn-Sham gap, eV: 9.467
HOMO, eV: -16.2
Total charge: +1

Last columns: bonded neighbours and bond lengths (Å).
Element x y z (Å)
1 O 1.8454 0.5055 1.5169  C2 1.194
2 C 2.2001 0.3542 0.3874  O1 1.194, O3 1.347, H10 1.075
3 O 1.6232 -0.6055 -0.3610  C2 1.347, C4 1.303
4 C 0.3566 -0.8695 -0.2023  O3 1.303, N5 1.334, H11 1.149
5 N -0.4758 0.1482 0.0258  C4 1.334, C6 1.563, C8 1.469
6 C -1.8926 -0.0382 0.6589  N5 1.563, O7 1.161, H12 1.167
7 O -2.7101 0.7770 0.5359  C6 1.161
8 C -0.1290 1.5439 -0.2744  N5 1.469, O9 1.176, H13 1.116
9 O 0.8881 1.8685 -0.7682  C8 1.176
10 H 3.2040 0.5906 0.0851  C2 1.075
11 H 0.1130 -1.9762 -0.3917  C4 1.149
12 H -1.9539 -1.0515 1.2341  C6 1.167
13 H -0.9324 2.1585 0.1959  C8 1.116